Entry 1:
A cluster of 3 separate species, C37H59F2NO7P in total in a non-equilibrium geometry. Source: the Open Molecules 2025 dataset; level of theory: the ωB97M-V functional and the def2-TZVPD basis.

Each line ends with the Mulliken charge.
Element x y z (Å)
C1 2.424 -1.291 -3.654  -1.3227
C2 2.673 -0.311 -2.517  0.3385
C3 3.932 0.045 -2.083  -1.3452
C4 4.051 0.944 -1.015  -0.6297
C5 2.956 1.479 -0.371  0.2584
C6 3.133 2.475 0.782  1.3136
C7 4.617 2.758 1.105  -2.1190
C8 2.461 1.958 2.101  -0.8091
C9 1.671 1.096 -0.799  0.5782
O1 0.600 1.644 -0.108  -0.1592
C10 -0.632 1.036 -0.403  -0.9681
C11 -1.521 1.226 0.863  0.0811
C12 -1.876 2.704 1.069  -1.7054
C13 -2.832 3.281 -0.010  0.5079
C14 -4.293 3.455 0.558  -1.3910
O2 -2.397 4.554 -0.463  -0.5009
N1 -2.840 0.488 0.726  0.2923
C15 -2.925 -0.823 1.478  1.7035
C16 -3.373 -1.788 0.332  -3.5609
O3 -3.402 -3.129 0.761  -0.2906
C17 -3.356 -3.974 -0.359  0.5662
C18 -2.590 -5.127 -0.268  -0.2052
C19 -2.485 -5.970 -1.357  -0.8301
C20 -3.132 -5.694 -2.551  -0.4638
C21 -3.936 -4.565 -2.645  -0.8736
C22 -4.027 -3.731 -1.543  0.1469
P1 -4.444 -0.568 2.582  0.1073
C23 -4.055 -0.532 4.384  -1.0494
C24 -5.802 -1.761 2.230  -1.1836
C25 -1.518 -1.018 2.089  2.0506
F1 -1.452 -1.634 3.328  -0.5390
C26 -0.540 -1.912 1.248  -1.0376
C27 -0.562 -3.404 1.712  -0.5623
O4 0.440 -4.048 1.508  -0.5487
C28 -0.908 0.445 2.073  1.7289
C29 -0.920 1.215 3.425  -1.4391
C30 0.037 0.615 4.466  -0.0585
O5 -0.034 0.966 5.611  -0.5269
F2 0.953 -0.280 4.037  -0.2001
C31 1.575 0.235 -1.865  0.2523
H1 3.352 -1.827 -3.898  0.3541
H2 1.959 -0.816 -4.520  0.2139
H3 1.746 -2.065 -3.256  0.2843
H4 4.810 -0.378 -2.574  0.4005
H5 5.070 1.209 -0.736  0.2811
H6 2.687 3.443 0.495  0.3307
H7 5.155 3.287 0.305  0.3893
H8 4.747 3.302 2.052  0.4491
H9 5.133 1.785 1.233  0.5480
H10 2.169 0.912 1.922  0.0053
H11 3.141 2.035 2.957  0.6031
H12 1.525 2.506 2.294  0.0066
H13 -1.116 1.595 -1.223  0.0831
H14 -0.578 -0.046 -0.577  0.2764
H15 -2.352 2.906 2.041  0.6529
H16 -0.972 3.335 1.049  0.5288
H17 -2.957 2.603 -0.882  -0.0416
H18 -4.534 4.503 0.773  0.4613
H19 -5.044 3.003 -0.109  0.3293
H20 -4.403 2.910 1.514  0.3206
H21 -3.180 4.964 -0.849  0.4826
H22 -3.182 0.419 -0.239  0.5730
H23 -3.590 1.043 1.184  0.2574
H24 -2.663 -1.654 -0.510  1.0813
H25 -4.347 -1.449 -0.070  0.5818
H26 -2.067 -5.386 0.651  0.3828
H27 -1.878 -6.874 -1.308  0.4002
H28 -3.043 -6.331 -3.431  0.4128
H29 -4.463 -4.346 -3.573  0.4320
H30 -4.659 -2.846 -1.650  0.3086
H31 -4.208 -1.551 4.781  0.4573
H32 -3.023 -0.265 4.628  0.2639
H33 -4.747 0.122 4.928  0.3971
H34 -6.623 -1.492 2.916  0.4583
H35 -5.567 -2.817 2.405  0.3495
H36 -6.192 -1.573 1.222  0.3655
H37 0.503 -1.592 1.341  0.5934
H38 -0.795 -1.938 0.178  0.2248
H39 -1.480 -3.832 2.161  0.6055
H40 0.171 0.339 1.909  -1.1168
H41 -1.922 1.375 3.838  0.5967
H42 -0.512 2.218 3.223  0.7728
H43 0.590 -0.086 -2.218  0.0235
C32 9.354 0.982 0.074  -1.3472
C33 8.343 1.877 0.773  0.4505
C34 8.818 2.265 2.164  -1.3395
O6 7.085 1.201 0.866  -0.4463
H44 9.499 0.053 0.633  0.3248
H45 8.997 0.704 -0.919  0.3305
H46 10.319 1.480 -0.029  0.3960
H47 8.177 2.777 0.178  0.2460
H48 8.946 1.377 2.790  0.3345
H49 8.080 2.899 2.658  0.3129
H50 9.767 2.801 2.123  0.4068
H51 7.217 0.402 1.390  0.2649
C35 -2.874 -0.313 -4.112  -0.8657
C36 -1.534 0.200 -4.623  0.7033
C37 -1.587 0.496 -6.113  -1.6160
O7 -0.519 -0.769 -4.360  -0.3774
H52 -3.148 -1.246 -4.612  0.4190
H53 -2.818 -0.531 -3.041  -0.1285
H54 -3.668 0.417 -4.280  0.4167
H55 -1.256 1.106 -4.079  0.0771
H56 -1.819 -0.410 -6.678  0.3845
H57 -0.620 0.854 -6.465  0.4018
H58 -2.342 1.250 -6.340  0.3855
H59 -0.749 -1.577 -4.834  0.2791

Computed properties:
E_HOMO: -10.469 eV
E: -69864.245 eV
Lowest unoccupied orbital energy: -0.0922 Eh
Charge: +1
Largest force on an atom: 2.631 eV Å⁻¹
Frontier orbital gap: 7.959 eV

---

Entry 2:
A structure of composition C37H60AsN7S2SeSi3Y in a non-equilibrium geometry. Source: the Open Molecules 2025 dataset; level of theory: the ωB97M-V functional and the def2-TZVPD basis.

Each line ends with the Mulliken charge.
Element x y z (Å)
Y1 0.977 0.355 0.310  -0.2466
C1 0.153 -4.558 4.759  -0.9965
C2 1.063 -3.357 5.004  -0.4153
N1 0.506 -2.113 4.457  0.0060
C3 0.860 -1.545 3.276  -0.1408
S1 0.086 -0.015 2.937  -0.4871
N2 1.705 -2.226 2.540  -1.3943
N3 2.151 -1.625 1.397  2.1319
C4 3.000 -2.327 0.738  0.4448
C5 3.389 -3.727 1.105  -2.1259
C6 3.704 -1.664 -0.393  0.4920
C7 4.614 -2.360 -1.169  -0.6970
C8 5.388 -1.668 -2.086  -0.8864
C9 5.233 -0.301 -2.196  -0.8904
C10 4.253 0.311 -1.434  -0.7527
N4 3.488 -0.354 -0.561  1.1314
H1 0.610 -5.470 5.153  0.3922
H2 -0.014 -4.687 3.684  0.1773
H3 -0.818 -4.424 5.245  0.3029
H4 2.019 -3.516 4.524  0.2127
H5 1.229 -3.212 6.070  0.4351
H6 -0.248 -1.667 4.943  0.2518
H7 2.879 -4.026 2.007  0.3498
H8 4.470 -3.801 1.258  0.4218
H9 3.116 -4.413 0.298  0.3889
H10 4.717 -3.430 -1.055  0.5375
H11 6.099 -2.197 -2.707  0.4258
H12 5.842 0.290 -2.869  0.4650
H13 4.062 1.368 -1.526  0.5857
C11 -1.558 5.074 1.926  -0.8087
N5 -0.619 4.271 2.723  0.2170
C12 -0.568 4.277 4.116  -0.8274
C13 0.449 3.504 4.483  -0.2902
N6 1.049 3.021 3.307  0.5220
C14 0.360 3.480 2.211  0.1628
S2 0.608 3.197 0.548  -0.3587
C15 2.268 2.265 3.322  1.0421
C16 2.975 2.207 4.511  -1.2314
C17 4.145 1.477 4.559  -0.7347
C18 4.601 0.872 3.404  -0.9410
C19 3.840 1.012 2.263  -0.4925
N7 2.666 1.668 2.209  0.1806
H14 -2.527 5.088 2.421  0.3554
H15 -1.645 4.632 0.944  0.1478
H16 -1.188 6.091 1.813  0.3181
H17 -1.271 4.834 4.724  0.4761
H18 0.774 3.231 5.474  0.4256
H19 2.634 2.729 5.392  0.3491
H20 4.697 1.397 5.490  0.4379
H21 5.524 0.304 3.382  0.4869
H22 4.170 0.576 1.337  0.5519
C20 -4.016 2.849 0.087  -0.7170
Si1 -3.786 1.336 1.130  0.2219
C21 -3.330 1.785 2.872  -0.4164
C22 -5.357 0.368 1.114  -0.9290
As1 -1.999 0.169 0.155  0.6700
Si2 -2.479 -2.041 0.888  0.0363
C23 -2.756 -2.034 2.730  -0.6537
C24 -0.965 -3.058 0.421  -0.3668
C25 -3.945 -2.879 0.107  -1.0537
Si3 -2.707 0.167 -2.127  -0.0866
C26 -2.330 1.834 -2.843  -0.5962
C27 -4.505 -0.180 -2.437  -1.0017
C28 -1.698 -1.206 -2.859  -0.4425
H23 -4.827 3.480 0.477  0.4470
H24 -4.272 2.562 -0.941  0.1732
H25 -3.097 3.445 0.040  -0.0102
H26 -3.878 2.684 3.196  0.4133
H27 -2.253 1.974 2.966  -0.3008
H28 -3.585 0.969 3.561  0.3573
H29 -6.185 1.046 1.365  0.4030
H30 -5.345 -0.446 1.851  0.2250
H31 -5.558 -0.066 0.124  0.2172
H32 -2.293 -1.164 3.200  -0.0478
H33 -2.323 -2.938 3.184  0.2209
H34 -3.834 -2.023 2.953  0.4570
H35 -0.093 -2.442 0.189  -0.3170
H36 -1.176 -3.669 -0.467  0.4867
H37 -0.669 -3.731 1.238  0.2075
H38 -4.867 -2.701 0.673  0.3148
H39 -3.758 -3.963 0.084  0.4420
H40 -4.113 -2.553 -0.923  0.1892
H41 -3.255 2.406 -3.006  0.5459
H42 -1.820 1.714 -3.809  0.0849
H43 -1.668 2.413 -2.196  0.0757
H44 -5.137 0.656 -2.111  0.2959
H45 -4.868 -1.087 -1.946  0.3150
H46 -4.645 -0.308 -3.522  0.4052
H47 -0.710 -1.223 -2.412  -0.2761
H48 -1.569 -1.083 -3.943  0.3865
H49 -2.172 -2.180 -2.665  0.3719
C29 0.686 -0.337 -8.011  -1.5852
C30 0.851 0.120 -6.580  0.7115
C31 1.326 -0.730 -5.594  -1.0640
C32 1.494 -0.313 -4.270  0.6692
C33 2.089 -1.313 -3.309  -0.6708
C34 1.163 1.004 -3.918  0.8801
Se1 1.351 1.652 -2.113  0.1947
C35 0.698 1.898 -4.910  0.1962
C36 0.370 3.356 -4.671  -1.8539
C37 0.553 1.427 -6.213  -0.7317
H50 0.888 -1.402 -8.116  0.3513
H51 1.368 0.204 -8.670  0.3420
H52 -0.328 -0.143 -8.368  0.3583
H53 1.587 -1.757 -5.854  0.3209
H54 3.177 -1.321 -3.397  0.4936
H55 1.733 -2.322 -3.527  0.5650
H56 1.852 -1.077 -2.281  -0.5922
H57 0.297 3.598 -3.620  0.2686
H58 -0.576 3.615 -5.156  0.4299
H59 1.148 3.989 -5.108  0.4363
H60 0.194 2.120 -6.978  0.4243

Computed properties:
E_HOMO: -9.172 eV
E: -222307.927 eV
Lowest unoccupied orbital energy: -0.0974 Eh
Charge: +1
Largest force on an atom: 1.679 eV Å⁻¹
Frontier orbital gap: 6.523 eV